Entry 1:
16
Properties=species:S:1:pos:R:3 method="wB97M-V/def2-TZVPD" energy_ev=-7393.0370 homo_ha=-0.3748 orbital_gap_ha=0.4159
C -1.223 -0.814 -0.347
C -0.163 0.273 -0.174
C -0.789 1.513 0.500
C 1.052 -0.269 0.631
C 2.186 -1.456 -1.077
O 1.971 -0.689 -1.895
H -2.096 -0.448 -0.901
H -1.571 -1.162 0.634
H -0.818 -1.675 -0.890
H 0.166 0.596 -1.173
H -0.072 2.337 0.597
H -1.646 1.890 -0.079
H -1.158 1.269 1.505
H 1.796 0.539 0.747
H 0.732 -0.622 1.604
H 1.634 -1.282 0.319

***

Entry 2:
16
Properties=species:S:1:pos:R:3 method="wB97M-V/def2-TZVPD" energy_ev=-21374.1727 homo_ha=-0.3255 orbital_gap_ha=0.3544
C 1.291 -1.011 -0.861
C 0.109 -0.101 -1.105
N -0.183 0.766 0.043
C 0.266 2.068 0.025
O 0.108 2.947 0.851
C -0.860 0.287 1.166
C -1.391 -0.913 1.526
Cl -1.623 -2.352 0.506
H 1.390 -1.682 -1.755
H 1.160 -1.631 0.013
H 2.231 -0.462 -0.748
H 0.248 0.530 -1.993
H -0.804 -0.697 -1.255
H 0.899 2.240 -0.890
H -1.052 1.050 1.941
H -1.789 -1.038 2.537

***

Entry 3:
29
Properties=species:S:1:pos:R:3 method="wB97M-V/def2-TZVPD" energy_ev=-20400.1362 homo_ha=-0.3113 orbital_gap_ha=0.3168
C 2.353 -0.802 1.141
C 1.669 -2.178 0.991
C 1.301 0.210 0.750
C 0.626 -1.948 -0.169
C 0.681 -0.393 -0.529
C -1.338 2.194 1.138
C -0.572 1.631 -1.620
C -1.752 0.787 0.818
C -0.726 0.172 -1.073
N -1.974 -0.264 -3.257
P -1.969 -0.887 -1.828
H 2.641 -0.455 2.180
H 3.297 -0.700 0.605
H 2.396 -2.908 0.752
H 1.196 -2.593 1.910
H 0.602 0.343 1.553
H 1.667 1.232 0.449
H 0.933 -2.586 -0.950
H -0.374 -2.266 0.160
H 1.340 -0.310 -1.376
H -0.238 2.208 1.492
H -1.406 2.840 0.307
H -2.016 2.559 1.820
H -1.512 2.183 -1.456
H -0.489 1.538 -2.763
H 0.317 2.002 -1.101
H -1.270 0.080 1.502
H -2.837 0.752 0.626
H -2.766 -0.589 -3.793

***

Entry 4:
55
Properties=species:S:1:pos:R:3 method="wB97M-V/def2-TZVPD" energy_ev=-46252.8018 homo_ha=-0.3141 smiles="CN(C(=O)COC(=O)CNS(=O)(=O)c1ccc2ccccc2c1)C1CCCCC1" orbital_gap_ha=0.3200
C 0.132 -0.225 2.459
N 0.316 0.687 1.354
C -0.659 1.465 0.851
O -0.468 2.283 -0.030
C -2.061 1.315 1.447
O -2.533 -0.027 1.362
C -3.052 -0.574 2.456
O -3.108 -0.034 3.530
C -3.565 -1.975 2.192
N -3.105 -2.484 0.922
S -3.907 -1.851 -0.444
O -4.189 -2.989 -1.273
O -5.002 -1.035 -0.006
C -2.671 -0.865 -1.264
C -2.964 0.461 -1.597
C -2.025 1.213 -2.246
C -0.775 0.658 -2.594
C 0.217 1.414 -3.252
C 1.411 0.847 -3.601
C 1.666 -0.505 -3.318
C 0.732 -1.262 -2.667
C -0.504 -0.701 -2.279
C -1.485 -1.449 -1.593
C 1.644 0.786 0.755
C 2.601 1.595 1.635
C 3.934 1.774 0.914
C 4.539 0.420 0.558
C 3.570 -0.388 -0.299
C 2.243 -0.581 0.431
H -0.233 -1.197 2.115
H -0.569 0.176 3.189
H 1.086 -0.367 2.963
H -2.084 1.647 2.492
H -2.730 1.948 0.857
H -4.663 -1.905 2.229
H -3.232 -2.622 3.007
H -3.174 -3.490 0.863
H -3.932 0.851 -1.322
H -2.220 2.245 -2.496
H 0.015 2.452 -3.469
H 2.167 1.433 -4.103
H 2.607 -0.942 -3.620
H 0.921 -2.303 -2.450
H -1.307 -2.481 -1.335
H 1.495 1.333 -0.182
H 2.156 2.567 1.851
H 2.769 1.079 2.584
H 3.771 2.350 0.001
H 4.623 2.336 1.548
H 5.478 0.564 0.021
H 4.761 -0.132 1.475
H 3.389 0.138 -1.238
H 4.004 -1.362 -0.536
H 1.548 -1.143 -0.194
H 2.423 -1.148 1.346